{"formula": "C6H9NO", "method": "ωB97M-V/def2-TZVPD", "e_tot_ev": -9896.863, "fmax_ev_per_a": 9.0, "species": ["C", "C", "C", "C", "C", "C", "H", "H", "H", "H", "H", "H", "H", "H", "H", "N", "O"], "positions_angstrom": [[0.4224, 0.4442, -0.5574], [-0.5980, -0.0469, -1.6910], [-1.0999, 0.5937, -0.4679], [-0.5299, -1.1846, 0.8247], [0.1635, -0.6679, 1.9090], [0.7669, -0.7087, 0.3837], [0.5653, 2.3975, 0.1967], [2.4482, 1.6307, -0.6641], [-1.0678, -1.1331, -1.3737], [-0.3864, 0.5001, -2.7431], [-1.5558, 1.6725, -0.5102], [-0.9276, -2.3421, 0.3173], [0.0305, 0.4027, 2.0655], [0.6873, -1.4015, 2.7172], [1.5366, -1.3904, 0.1584], [1.1647, 1.6239, -0.7499], [-1.6196, -0.3902, 0.1849]], "nbo_charge": [0.05, -0.46, 0.06, 0.06, -0.46, -0.28, 0.34, 0.40, 0.25, 0.24, 0.20, 0.23, 0.25, 0.25, 0.23, -0.83, -0.52]}